P:
Computed, not measured: 2 unconnected molecules or ions with the total composition C7H14N2, with ωB97M-V/def2-TZVPD.

SMILES: C=C(C)C#N.CN(C)C
E_HOMO: -0.316 Ha
HOMO-LUMO gap: 9.377 eV

The geometry in ORCA input format:
```
! wB97M-V def2-TZVPD RIJCOSX def2/J DEFGRID3
* xyz 0 1
C -1.36652 2.09817 0.02852
C -1.70249 0.60987 -1.82897
C -1.29167 -0.45311 0.46157
N -0.97814 0.87773 -0.61340
H -0.89397 2.11572 1.02573
H -0.92192 2.94526 -0.50391
H -1.37709 -0.34472 -2.25118
H -1.46639 1.39321 -2.56343
H -2.79155 0.57035 -1.67080
H -1.13202 -0.68650 1.51194
H -2.37376 -0.32087 0.56623
H -1.09554 -1.29037 -0.20216
H -2.45578 2.22743 0.11164
C 2.48382 -1.79035 1.35212
C 1.78091 -0.80273 0.46476
C 1.88972 -0.77064 -0.86112
C 0.98408 0.17141 1.17130
N 0.88194 1.08940 1.88551
H 1.76614 -2.32916 1.97370
H 3.03799 -2.50731 0.75903
H 3.17809 -1.26898 2.02339
H 2.43973 -1.52944 -1.39605
H 1.40440 -0.00437 -1.44441
*
```


Q:
Computed, not measured: C7H14N2 in the gas phase, with ωB97M-V/def2-TZVPD.

SMILES: C=C(NC)[C@@H]1C[C@]1(C)N
E_HOMO: -0.290 Ha
HOMO-LUMO gap: 8.838 eV

The geometry in ORCA input format:
```
! wB97M-V def2-TZVPD RIJCOSX def2/J DEFGRID3
* xyz 0 1
C -0.93493 -0.93507 -0.44375
C 0.55919 -0.61456 -0.53457
C -0.36927 -0.37844 -1.70999
C -1.26488 -2.40473 -0.27645
C 0.06956 2.48589 0.46468
N 0.46393 1.24865 1.11548
C 1.23935 0.31418 0.39176
N -1.87596 -0.12609 0.26313
C 2.50961 0.08183 0.73409
H 0.94262 1.47520 1.98272
H 1.18034 -1.48842 -0.68705
H -1.80808 0.83935 0.00337
H -1.74860 -0.20864 1.26296
H -0.64620 0.62986 -1.97947
H -0.23781 -1.02385 -2.55997
H -2.32221 -2.57276 -0.49900
H -0.66297 -3.02272 -0.93758
H -1.07178 -2.71473 0.75781
H -0.27938 2.28743 -0.54434
H -0.73655 2.94765 1.03923
H 0.89374 3.20307 0.39142
H 3.01452 0.68224 1.47751
H 3.08575 -0.70533 0.28798
*
```


Energy comparison, zero being the most stable, in kcal/mol: P 41.6; Q 0.0.


P:
Computed, not measured: 2 unconnected molecules or ions with the total composition C7H14N2, with ωB97M-V/def2-TZVPD.

SMILES: Cc1c[nH]cn1.CCC
E_HOMO: -0.304 Ha
HOMO-LUMO gap: 9.076 eV

The geometry in ORCA input format:
```
! wB97M-V def2-TZVPD RIJCOSX def2/J DEFGRID3
* xyz 0 1
C -1.23221 1.37742 0.73339
C -2.03142 2.30351 1.67347
C -2.07166 0.86402 -0.47115
H -0.51427 2.06950 0.26103
H -0.59443 0.70818 1.24784
H -1.33938 3.13655 2.01530
H -3.05528 0.52020 -0.38471
H -2.09776 1.66992 -1.28207
H -1.57108 0.13254 -1.18284
H -2.89530 2.68127 1.18829
H -2.24856 1.78615 2.59331
C 0.75834 -2.53514 -1.85255
C 3.12484 -0.51811 -0.17721
C 1.44514 -1.74791 -0.85699
C 1.18002 -1.34230 0.49173
N 2.66492 -1.14160 -1.26766
N 2.22255 -0.48520 0.88574
H 3.95238 0.10974 0.17077
H 2.21573 -0.12158 1.78735
H 0.38996 -1.72486 1.21342
H 1.43575 -3.15867 -2.50188
H 0.47375 -1.67110 -2.68969
H -0.21203 -2.91254 -1.59488
*
```


Q:
Computed, not measured: C7H14N2 in the gas phase, with ωB97M-V/def2-TZVPD.

E_HOMO (spin up / spin down): -0.254 / -0.254 Ha
HOMO-LUMO gap (spin up / spin down): 7.068 / 7.067 eV

The geometry in ORCA input format:
```
! wB97M-V def2-TZVPD RIJCOSX def2/J DEFGRID3
* xyz 0 1
C -0.66946 -1.34225 -0.11715
C 0.04695 -0.72683 -1.25834
C -0.17923 -2.47327 0.69373
C 0.46779 -1.53440 1.70541
C -1.36023 1.36418 -1.51957
C 0.68904 1.35102 0.01287
C -0.18543 0.70731 -0.86293
N 1.65671 0.64957 0.61301
N 0.45343 2.68154 0.40643
H -1.68084 -1.01086 0.09008
H 2.11956 1.18210 1.34507
H 1.03367 -0.47899 1.20890
H -0.06083 3.24633 -0.25039
H 1.28688 3.16179 0.71323
H 1.09811 -1.01496 -1.27294
H -0.42158 -0.97504 -2.21917
H 0.56237 -3.07040 0.16110
H -0.96463 -3.11592 1.09320
H -0.20711 -1.25632 2.50969
H 1.41970 -1.92324 2.07427
H -1.33599 1.25307 -2.61103
H -2.30176 0.89658 -1.19939
H -1.46713 2.42898 -1.31607
*
```


R:
Computed, not measured: 2 unconnected molecules or ions with the total composition C7H14N2, with ωB97M-V/def2-TZVPD.

SMILES: Cc1c[nH]cn1.CCC
E_HOMO: -0.317 Ha
HOMO-LUMO gap: 9.476 eV

The geometry in ORCA input format:
```
! wB97M-V def2-TZVPD RIJCOSX def2/J DEFGRID3
* xyz 0 1
C -1.35733 0.39534 -2.54190
C 0.16930 0.47982 -2.84118
C -1.65715 -0.44069 -1.30043
H -1.70061 1.42061 -2.40439
H -1.84767 -0.01499 -3.42768
H 0.48069 -0.13976 -3.68212
H -1.40119 -1.47415 -1.52118
H -1.00558 -0.13160 -0.48713
H 0.74063 0.12546 -1.98231
H 0.43367 1.52865 -2.92775
H -2.69874 -0.35791 -0.98612
C -0.98328 0.07997 2.58734
C 1.36860 0.77826 1.75422
C 0.45340 -0.11983 2.22946
C 2.18815 -1.25704 1.70492
N 2.47618 0.03219 1.42903
N 0.97364 -1.38517 2.16911
H 1.38893 1.84901 1.61513
H 3.32130 0.44107 1.07093
H -1.40137 -0.92076 2.65922
H -1.64731 0.60457 1.90012
H 2.84276 -2.06558 1.42995
H -1.13700 0.57256 3.55276
*
```


S:
Computed, not measured: a molecular structure, C7H14N2, with ωB97M-V/def2-TZVPD.

E_HOMO (spin up / spin down): -0.305 / -0.305 Ha
HOMO-LUMO gap (spin up / spin down): 8.412 / 8.411 eV

The geometry in ORCA input format:
```
! wB97M-V def2-TZVPD RIJCOSX def2/J DEFGRID3
* xyz 0 1
C 1.05537 -1.39640 0.28950
C 0.96823 -1.55960 1.73245
C -0.05926 -1.87677 -0.57966
C 1.30418 0.75043 0.01266
H 2.03949 -1.47242 -0.15740
H 0.31854 -2.38511 2.03305
H 0.41625 -0.64621 2.13758
H 1.93710 -1.61870 2.22592
H -1.03252 -1.69259 -0.12717
H 0.03831 -2.96136 -0.71655
H -0.04059 -1.41912 -1.56923
H 1.15360 1.83238 0.03724
H 1.59321 0.54596 -1.01648
H 2.12637 0.63829 0.71343
C -0.97237 2.17063 -1.52566
C -1.46867 1.24755 -0.45022
N -2.65691 0.80370 -0.50639
C -0.56941 0.89474 0.69622
N -0.72828 0.71158 1.86576
H -2.87474 0.22497 0.30627
H -0.58396 3.09841 -1.09946
H -0.16809 1.71180 -2.10359
H -1.79587 2.39782 -2.19827
*
```


Energy comparison, zero being the most stable, in kcal/mol: P 40.6; Q 87.2; R 0.0; S 110.1.


P:
Computed, not measured: 2 unconnected molecules or ions with the total composition C2H6O, with ωB97M-V/def2-TZVPD.

SMILES: C=C.O
E_HOMO: -0.384 Ha
HOMO-LUMO gap: 11.432 eV

The geometry in ORCA input format:
```
! wB97M-V def2-TZVPD RIJCOSX def2/J DEFGRID3
* xyz 0 1
C 1.03724 -0.02585 -0.62430
C 0.79486 1.25670 -0.32760
H 0.41199 -0.51496 -1.37998
H 1.87537 -0.59713 -0.20910
H -0.03413 1.82019 -0.77085
H 1.44679 1.78153 0.38004
O -2.17565 -1.18949 1.19726
H -1.26951 -0.85746 1.38938
H -2.08696 -1.67357 0.34516
*
```


Q:
Computed, not measured: C2H6O in the gas phase, with ωB97M-V/def2-TZVPD.

SMILES: COC
E_HOMO: -0.353 Ha
HOMO-LUMO gap: 10.653 eV

The geometry in ORCA input format:
```
! wB97M-V def2-TZVPD RIJCOSX def2/J DEFGRID3
* xyz 0 1
C 0.63738 0.15424 -1.01433
C -0.28566 -0.18611 1.25317
O 0.66470 0.84580 0.17392
H 0.96444 0.92799 -1.80136
H -0.36714 -0.33008 -1.27885
H 1.29349 -0.80850 -1.04730
H 0.23892 -1.14135 1.16387
H -1.23435 -0.17694 0.76880
H -0.20059 0.33660 2.18352
*
```


Energy comparison, zero being the most stable, in kcal/mol: P 0.0; Q 27.8.


P:
Computed, not measured: 2 unconnected molecules or ions with the total composition C2H6O, with ωB97M-V/def2-TZVPD.

SMILES: C=C.O
E_HOMO: -0.388 Ha
HOMO-LUMO gap: 11.624 eV

The geometry in ORCA input format:
```
! wB97M-V def2-TZVPD RIJCOSX def2/J DEFGRID3
* xyz 0 1
C 0.90619 -0.34306 -0.21203
C 0.76804 0.20605 1.02236
H 1.21232 -1.42001 -0.20601
H 0.75613 0.42951 -0.95152
H 0.88700 -0.49829 1.78902
H 0.50415 1.17767 1.36193
H -1.00684 0.47844 -1.00850
H -2.06006 -0.41584 -0.66630
O -1.96694 0.38554 -1.12895
*
```


Q:
Computed, not measured: 2 unconnected molecules or ions with the total composition C2H6O, with ωB97M-V/def2-TZVPD.

SMILES: C=C.O
E_HOMO: -0.389 Ha
HOMO-LUMO gap: 11.437 eV

The geometry in ORCA input format:
```
! wB97M-V def2-TZVPD RIJCOSX def2/J DEFGRID3
* xyz 0 1
C 1.81141 0.39535 0.17764
C 0.72831 -0.36355 -0.03969
O -2.90229 0.16745 0.15222
H 2.66087 0.56418 -0.66782
H -2.90421 -0.45693 -0.66702
H 2.03219 0.97639 0.99443
H -0.02598 -0.47687 0.84648
H 0.49124 -0.90174 -0.91974
H -1.89153 0.09572 0.12350
*
```


Energy comparison, zero being the most stable, in kcal/mol: P 0.0; Q 5.3.


P:
Computed, not measured: C2H6O in the gas phase, with ωB97M-V/def2-TZVPD.

SMILES: COC
E_HOMO: -0.356 Ha
HOMO-LUMO gap: 10.801 eV

The geometry in ORCA input format:
```
! wB97M-V def2-TZVPD RIJCOSX def2/J DEFGRID3
* xyz 0 1
C -1.23201 0.06955 0.01433
C 1.32235 -0.10986 -0.01342
O -0.19222 -0.84537 0.00053
H -2.13532 -0.53035 -0.12319
H -1.16360 0.79389 -0.80711
H -1.30146 0.60741 0.96810
H 1.98468 -0.93105 -0.22033
H 1.43833 0.31070 0.97521
H 1.27926 0.63508 -0.79413
*
```


Q:
Computed, not measured: C2H6O in the gas phase, with ωB97M-V/def2-TZVPD.

SMILES: CCO
E_HOMO: -0.375 Ha
HOMO-LUMO gap: 11.156 eV

The geometry in ORCA input format:
```
! wB97M-V def2-TZVPD RIJCOSX def2/J DEFGRID3
* xyz 0 1
C 0.74332 0.25986 -0.62446
C -0.49900 -0.03141 0.17305
O -0.20717 -0.41440 1.50484
H 1.51736 -0.51942 -0.59391
H 0.26908 0.47814 -1.58715
H 1.20675 1.20445 -0.32710
H -1.12526 -0.79725 -0.29620
H -1.06455 0.90705 -0.03654
H -0.84052 -1.08701 1.78747
*
```


Energy comparison, zero being the most stable, in kcal/mol: P 20.9; Q 0.0.


P:
Computed, not measured: C4H7ClN2S in the gas phase, with ωB97M-V/def2-TZVPD.

SMILES: NC(=S)N1C[C@@H]1CCl
E_HOMO: -0.314 Ha
HOMO-LUMO gap: 9.235 eV

The geometry in ORCA input format:
```
! wB97M-V def2-TZVPD RIJCOSX def2/J DEFGRID3
* xyz 0 1
C -1.57714 -0.34122 -0.17301
C 0.42998 0.94228 0.80910
C 0.86132 -0.40699 0.30686
C 1.93831 -0.53881 -0.69263
H -2.32630 1.54128 -0.49611
H -3.50091 0.27622 -0.28414
H -0.07116 0.93560 1.77123
H 0.82075 1.88261 0.42830
H 0.75036 -1.30674 1.07052
H 2.03073 0.35609 -1.29826
H 1.81279 -1.42463 -1.32798
N -2.56193 0.60940 -0.20109
N -0.30256 0.21613 -0.26785
S -1.81445 -1.95774 0.22266
Cl 3.51020 -0.78347 0.13242
*
```


Q:
Computed, not measured: a molecular structure, C4H7ClN2S, with ωB97M-V/def2-TZVPD.

E_HOMO: -0.323 Ha
HOMO-LUMO gap: 8.914 eV

The geometry in ORCA input format:
```
! wB97M-V def2-TZVPD RIJCOSX def2/J DEFGRID3
* xyz 0 1
C 0.84451 0.68712 -1.89296
C 0.80924 0.19478 -0.48868
C -0.68355 -0.67186 1.32780
C -0.80005 0.31044 2.30795
H 1.71395 1.81170 -1.88151
H 1.14487 -0.16618 -2.53258
H -0.26249 1.18552 -2.10805
H 1.38010 -0.38663 1.08076
H -0.73461 -1.65328 -1.99004
H -0.98766 -1.76033 1.34073
H -0.49396 1.25423 2.03405
N 1.85362 0.13862 0.31697
N -0.51716 -0.01686 -0.10537
S -1.73463 -0.77979 -1.11860
Cl -1.53220 -0.14747 3.70954
*
```


Energy comparison, zero being the most stable, in kcal/mol: P 0.0; Q 89.6.